[1]
{"formula": "C25H53AsF7O16S5", "method": "the ωB97M-V functional and the def2-TZVPD basis", "symbols": ["As", "F", "F", "F", "F", "F", "F", "C", "C", "C", "O", "C", "H", "H", "H", "H", "H", "H", "H", "H", "O", "S", "O", "O", "C", "C", "C", "H", "H", "H", "H", "H", "H", "H", "H", "O", "S", "O", "O", "C", "C", "C", "H", "H", "H", "H", "H", "H", "H", "H", "O", "S", "O", "O", "C", "C", "C", "H", "H", "H", "H", "H", "H", "H", "H", "O", "S", "O", "O", "C", "C", "C", "H", "H", "H", "H", "H", "H", "H", "H", "O", "S", "O", "O", "C", "C", "C", "H", "H", "H", "H", "H", "H", "H", "H", "F", "C", "C", "C", "C", "C", "C", "H", "H", "H", "H", "H"], "xyz": [[9.305, -9.437, 20.625], [10.440, -10.783, 20.732], [9.191, -9.449, 22.383], [8.112, -8.190, 20.534], [9.516, -9.579, 18.899], [7.998, -10.574, 20.526], [10.637, -8.330, 20.624], [6.891, -11.153, 17.508], [5.591, -11.472, 16.789], [6.157, -12.017, 15.504], [7.260, -11.204, 15.151], [7.773, -10.584, 16.381], [7.310, -12.132, 17.775], [6.742, -10.616, 18.440], [4.911, -10.620, 16.703], [4.991, -12.280, 17.224], [5.423, -12.119, 14.696], [6.519, -13.044, 15.689], [7.615, -9.509, 16.298], [8.797, -10.934, 16.451], [11.345, -3.324, 18.105], [10.560, -4.285, 18.819], [9.268, -3.961, 19.357], [10.474, -5.537, 17.805], [9.436, -6.512, 18.056], [8.052, -6.128, 17.587], [11.579, -5.005, 20.126], [9.544, -6.881, 19.076], [9.684, -7.430, 17.515], [7.703, -5.222, 18.071], [7.391, -6.950, 17.883], [8.003, -6.131, 16.499], [11.823, -4.215, 20.824], [12.346, -5.620, 19.671], [10.841, -5.673, 20.584], [12.448, -13.223, 25.290], [12.250, -11.869, 24.848], [11.964, -10.856, 25.826], [13.518, -11.413, 23.951], [13.831, -10.005, 23.960], [12.786, -9.078, 23.385], [10.933, -11.933, 23.606], [14.758, -9.883, 23.401], [14.061, -9.731, 24.991], [12.673, -9.176, 22.301], [12.963, -8.048, 23.686], [11.761, -9.294, 23.704], [10.792, -10.937, 23.202], [10.102, -12.391, 24.127], [11.287, -12.565, 22.793], [14.112, -7.844, 18.510], [13.906, -8.796, 17.431], [14.625, -8.756, 16.198], [14.142, -10.279, 17.993], [13.415, -10.617, 19.194], [14.322, -11.413, 20.115], [12.116, -8.903, 17.133], [12.571, -11.245, 18.914], [13.028, -9.703, 19.641], [13.818, -11.703, 21.039], [15.105, -10.719, 20.434], [14.721, -12.308, 19.646], [11.714, -7.941, 16.834], [11.679, -9.211, 18.075], [12.041, -9.660, 16.359], [5.432, -9.322, 26.505], [6.487, -8.553, 25.901], [6.855, -7.253, 26.359], [7.819, -9.508, 26.074], [9.064, -8.936, 25.609], [9.969, -8.637, 26.800], [6.198, -8.564, 24.125], [8.937, -8.029, 25.019], [9.540, -9.765, 25.085], [9.844, -7.658, 27.259], [11.014, -8.784, 26.519], [9.860, -9.430, 27.546], [5.126, -8.557, 23.979], [6.653, -9.501, 23.823], [6.729, -7.706, 23.726], [3.428, -13.029, 22.347], [4.739, -12.470, 22.499], [4.987, -11.177, 23.064], [5.552, -13.562, 23.403], [6.854, -13.183, 23.840], [6.866, -13.198, 25.380], [5.695, -12.674, 20.992], [7.161, -12.170, 23.570], [7.627, -13.871, 23.488], [7.893, -13.199, 25.761], [6.380, -14.087, 25.776], [6.398, -12.285, 25.747], [5.607, -13.721, 20.724], [6.698, -12.328, 21.223], [5.310, -12.048, 20.190], [11.101, -11.902, 17.341], [10.713, -13.158, 17.617], [10.947, -14.080, 16.607], [10.672, -15.427, 16.805], [9.968, -15.794, 17.930], [9.638, -14.860, 18.908], [10.098, -13.556, 18.808], [11.528, -13.765, 15.748], [10.995, -16.095, 16.019], [9.661, -16.806, 18.172], [9.001, -15.176, 19.721], [9.952, -12.810, 19.582]], "mulliken_charge": [2.107, -0.423, -0.495, -0.510, -0.427, -0.474, -0.541, 0.053, -0.667, -0.634, -0.481, 0.275, -0.030, 0.186, 0.365, 0.301, 0.364, 0.260, 0.139, -0.148, -0.647, 1.196, -0.600, -0.373, 0.805, -1.434, -0.586, 0.008, -0.206, 0.450, 0.313, 0.347, 0.448, 0.212, 0.056, -0.678, 1.141, -0.544, -0.339, -0.592, 0.635, -0.017, 0.409, 0.365, -0.332, 0.448, -0.673, -0.531, 0.170, 0.423, -0.597, 1.182, -0.663, -0.474, 1.045, -1.412, -0.427, -0.260, -0.014, 0.215, 0.385, 0.358, 0.517, -0.218, 0.283, -0.653, 1.221, -0.659, -0.381, 0.834, -1.425, -0.539, 0.424, -0.470, 0.337, 0.319, 0.346, 0.508, -0.162, 0.355, -0.662, 1.134, -0.488, -0.408, 0.355, -1.193, -0.588, -0.076, 0.279, 0.355, 0.353, 0.184, 0.433, 0.002, 0.312, -0.027, 0.047, -0.454, -0.558, -0.466, -0.659, -0.194, 0.407, 0.400, 0.362, 0.457, 0.622], "gap_ha": 0.3588, "de_lowest_kj_mol": 0.0, "lumo_energy_ev": 1.93, "total_charge": -1, "e_homo_ev": -7.84}

[2]
{"formula": "C3H4ClIN2", "method": "the ωB97M-V functional and the def2-TZVPD basis", "symbols": ["I", "C", "C", "N", "N", "C", "H", "H", "H", "Cl", "H"], "xyz": [[-3.124, -0.703, -0.219], [-1.239, 0.498, 0.004], [-0.644, 0.264, 1.365], [0.459, -0.313, 1.258], [0.812, -0.550, -0.045], [-0.165, -0.165, -0.821], [-1.556, 1.518, -0.224], [-1.135, 0.621, 2.292], [0.028, -0.117, -1.948], [3.768, -0.185, -0.742], [2.796, -0.867, -0.921]], "nbo_charge": [0.120, -0.418, 0.046, -0.243, -0.268, 0.036, 0.277, 0.222, 0.234, -0.267, 0.262], "smiles": "IC1C=NN=C1.Cl", "gap_ha": 0.3220, "de_lowest_kj_mol": 9.9, "lumo_energy_ev": -1.28, "total_charge": 0, "e_homo_ev": -10.04}

[3]
{"formula": "C5H8O", "method": "the ωB97M-V functional and the def2-TZVPD basis", "symbols": ["C", "C", "C", "C", "O", "C", "H", "H", "H", "H", "H", "H", "H", "H"], "xyz": [[0.197, -1.152, 1.362], [0.178, -0.085, 0.331], [0.016, -0.216, -1.030], [0.009, 1.077, -1.547], [0.210, 2.021, -0.645], [0.307, 1.372, 0.638], [1.174, -1.235, 1.856], [-0.046, -2.114, 0.904], [-0.542, -0.942, 2.147], [-0.236, -1.125, -1.592], [-1.946, -2.463, -2.217], [-0.119, 1.432, -2.563], [-0.481, 1.782, 1.285], [1.278, 1.647, 1.073]], "nbo_charge": [-0.637, -0.038, -0.321, 0.121, -0.463, -0.103, 0.213, 0.221, 0.211, 0.227, 0.003, 0.192, 0.187, 0.187], "gap_ha": [0.3875, 0.2410], "de_lowest_kj_mol": 465.7, "lumo_energy_ev": [0.88, 0.45], "total_charge": 0, "e_homo_ev": [-9.66, -6.11]}

[4]
{"formula": "C28H29FIrN5O5S", "method": "the ωB97M-V functional and the def2-TZVPD basis", "symbols": ["Ir", "C", "C", "C", "C", "C", "C", "C", "S", "O", "O", "N", "C", "C", "C", "C", "C", "N", "H", "H", "H", "H", "H", "H", "H", "H", "H", "H", "H", "C", "C", "N", "C", "C", "C", "O", "O", "C", "O", "C", "C", "C", "F", "C", "C", "C", "N", "C", "C", "N", "C", "C", "H", "H", "H", "H", "H", "H", "H", "H", "H", "H", "H", "H", "H", "H", "H", "H", "H", "H"], "xyz": [[-1.241, -2.981, 0.004], [5.000, -5.413, -5.070], [4.206, -4.890, -3.909], [3.265, -3.874, -4.083], [2.538, -3.384, -3.014], [2.754, -3.927, -1.753], [3.686, -4.938, -1.547], [4.406, -5.409, -2.630], [1.844, -3.324, -0.395], [2.306, -3.947, 0.806], [1.673, -1.902, -0.480], [0.277, -3.914, -0.727], [-0.142, -5.232, -0.411], [0.393, -6.491, -0.509], [-0.424, -7.526, -0.057], [-1.682, -7.278, 0.464], [-2.138, -5.971, 0.543], [-1.356, -4.998, 0.097], [4.721, -4.921, -5.999], [4.846, -6.486, -5.190], [6.067, -5.255, -4.907], [3.109, -3.459, -5.071], [1.821, -2.586, -3.150], [3.847, -5.328, -0.551], [5.143, -6.189, -2.481], [1.384, -6.663, -0.901], [-0.061, -8.544, -0.110], [-2.306, -8.086, 0.816], [-3.094, -5.691, 0.961], [-2.419, 3.217, 4.475], [-1.090, 2.570, 4.127], [-1.202, 1.655, 2.973], [-1.353, 0.354, 3.209], [-1.496, -0.606, 2.231], [-1.701, -2.005, 2.734], [-1.861, -2.189, 3.911], [-1.689, -3.018, 1.885], [-1.501, -0.203, 0.892], [-1.643, -1.006, -0.103], [-1.370, 1.208, 0.619], [-1.374, 1.674, -0.703], [-1.223, 3.002, -0.957], [-1.182, 3.409, -2.236], [-1.084, 3.956, 0.074], [-1.092, 3.494, 1.377], [-1.215, 2.127, 1.667], [-0.949, 5.342, -0.163], [-1.362, 5.931, -1.436], [-1.348, 7.461, -1.291], [-1.483, 7.810, 0.162], [-0.254, 7.393, 0.931], [0.209, 6.036, 0.387], [-2.290, 3.885, 5.326], [-3.154, 2.461, 4.751], [-2.823, 3.792, 3.642], [-0.721, 1.972, 4.957], [-0.313, 3.300, 3.905], [-1.365, 0.037, 4.245], [-1.469, 0.974, -1.521], [-1.029, 4.214, 2.179], [-2.365, 5.584, -1.677], [-0.706, 5.671, -2.268], [-2.164, 7.926, -1.839], [-0.411, 7.904, -1.623], [-2.289, 7.311, 0.541], [-1.655, 8.809, 0.283], [-0.538, 7.348, 1.981], [0.495, 8.170, 0.798], [0.659, 5.459, 1.190], [0.980, 6.172, -0.381]], "nbo_charge": [1.210, -0.642, 0.032, -0.214, -0.146, -0.414, -0.178, -0.163, 2.315, -0.908, -0.928, -0.765, 0.366, -0.253, -0.103, -0.248, 0.094, -0.423, 0.226, 0.236, 0.239, 0.227, 0.234, 0.249, 0.222, 0.255, 0.245, 0.252, 0.238, -0.626, -0.210, -0.327, 0.196, -0.327, 0.782, -0.561, -0.639, 0.497, -0.688, -0.088, -0.202, 0.343, -0.310, 0.214, -0.314, 0.260, -0.483, -0.234, -0.237, -0.491, -0.224, -0.244, 0.242, 0.235, 0.207, 0.236, 0.209, 0.264, 0.271, 0.225, 0.233, 0.229, 0.253, 0.231, 0.442, 0.450, 0.232, 0.240, 0.249, 0.210], "gap_ha": 0.2738, "lumo_energy_ev": -5.72, "total_charge": 2, "e_homo_ev": -13.17}

E_tot for every record listed, in sequence, given in eV: -193586.0597, -26777.0782, -7357.4285, -63571.8378.
Strongest force on any atom for every record listed, in sequence, given in eV Å⁻¹: 2.154, 3.537, 2.127, 0.924.